No. 1
# C4H7NO2

One molecule with the formula C4H7NO2 (the ωB97M-V functional and the def2-TZVPD basis, the OMol25 dataset).

```
14
Properties=species:S:1:pos:R:3:forces:R:3
C -0.921 0.988 -0.228 -0.059 0.002 -0.033
C 0.308 0.135 -0.033 0.227 0.091 -0.081
C 1.493 0.413 -0.598 -0.113 -0.254 0.152
O 1.706 1.282 -1.607 -0.144 0.095 -0.048
C 0.291 -1.071 0.839 0.200 -0.120 0.061
N -0.958 -1.499 1.224 -0.003 -0.101 -0.017
O 1.299 -1.673 1.179 -0.339 0.213 -0.009
H -1.287 1.320 0.751 0.005 -0.073 -0.167
H -0.685 1.898 -0.791 -0.066 -0.150 0.081
H -1.756 0.492 -0.741 0.166 0.016 0.018
H 2.404 -0.070 -0.262 -0.162 -0.117 -0.123
H 0.866 1.424 -2.063 0.131 0.236 0.068
H -1.776 -1.211 0.710 0.144 0.032 0.089
H -0.983 -2.428 1.619 0.012 0.129 0.009
```
Positions in Å, forces in eV/Å.

## Properties
Charge: 0
Max |F| in eV/A: 0.40
Relative energy (zero: lowest compared OMol25 entry of this formula, charge and spin) in kcal/mol: 17.3
Spin multiplicity: 1
E_tot in Eh: -361.85330


No. 2
# C4H5I2N3S

C4H5I2N3S as an isolated structure (the ωB97M-V functional and the def2-TZVPD basis, the OMol25 dataset).

```
15
Properties=species:S:1:pos:R:3:forces:R:3
C 0.870 0.617 0.667 -1.610 0.112 0.251
C 2.408 -1.022 1.132 1.063 -1.840 0.173
C -2.421 0.310 -2.094 1.295 -2.121 1.844
C -2.173 -0.233 -0.923 0.332 -1.684 1.104
N 1.957 -0.101 0.227 -1.656 0.222 2.922
N 0.536 0.046 1.824 2.724 -1.294 0.284
N 1.481 -0.998 2.211 0.645 0.699 -2.104
S 3.730 -2.067 0.896 -1.554 1.304 0.560
I -2.968 0.425 0.935 0.274 -0.003 -0.745
I -1.086 -2.154 -0.728 -0.766 1.291 -0.267
H -2.075 -0.173 -2.948 0.460 -0.459 -1.476
H -2.847 1.222 -2.085 -1.665 2.933 -0.451
H 2.250 0.020 -0.690 1.071 -0.002 -1.521
H -0.101 0.083 2.598 -0.918 1.221 -0.768
H 1.882 -0.765 3.108 0.304 -0.382 0.195
```
Positions in Å, forces in eV/Å.

## Properties
Charge: 0
Max |F| in eV/A: 3.40
Relative energy (zero: lowest compared OMol25 entry of this formula, charge and spin) in kcal/mol: 42.2
Spin multiplicity: 1
E_tot in Eh: -1313.14057


No. 3
# C38H12Cl104F3N2O4P

A 27-piece molecular cluster, C38H12Cl104F3N2O4P overall (the ωB97M-V functional and the def2-TZVPD basis, the OMol25 dataset).

```
164
Properties=species:S:1:pos:R:3:forces:R:3
O -1.522 -1.441 -2.391 -0.198 0.170 -0.161
P -0.505 -1.680 -3.439 -1.509 -0.158 1.372
O -0.086 -0.252 -4.051 0.534 -1.098 -0.508
O 0.733 -2.427 -2.712 -0.087 0.258 -1.557
C -1.245 -2.775 -4.755 0.054 -0.038 0.502
C -2.670 -3.070 -4.271 0.293 -0.080 -0.223
C -3.790 -2.402 -4.878 0.092 0.635 -0.602
N -5.050 -2.531 -4.529 1.886 -0.564 0.441
C -5.170 -3.410 -3.497 -0.728 -0.045 1.718
C -6.469 -3.640 -2.972 -1.037 0.794 0.017
C -7.672 -2.875 -3.528 0.481 -0.123 -0.708
C -7.571 -1.332 -3.456 0.015 -0.256 -0.055
O -8.875 -0.770 -3.500 0.266 -0.368 -0.318
C -6.852 -0.783 -2.186 -0.690 1.161 -0.475
F -7.107 -1.467 -1.063 0.378 -0.113 -0.325
F -7.325 0.480 -1.961 0.323 -0.330 0.008
F -5.527 -0.632 -2.369 -0.284 -0.545 0.349
C -6.702 -4.515 -1.952 0.759 -0.818 0.744
C -5.649 -5.246 -1.323 1.787 1.565 -2.406
C -4.297 -5.023 -1.811 -2.101 -0.523 0.575
C -4.076 -4.127 -2.890 -0.169 0.743 0.895
N -2.788 -3.938 -3.297 -0.519 0.634 -0.722
H -0.696 0.386 -3.645 0.198 -0.055 0.032
H 0.308 -3.015 -2.065 0.176 0.115 0.010
H -0.731 -3.750 -4.749 0.096 0.506 -0.175
H -1.214 -2.313 -5.749 0.051 -0.164 0.269
H -3.571 -1.699 -5.692 -0.093 -0.289 0.238
H -7.727 -3.132 -4.603 -0.145 0.224 0.363
H -8.613 -3.228 -3.083 0.391 0.253 0.136
H -7.005 -1.006 -4.342 0.096 0.034 0.576
H -8.786 0.060 -3.982 -0.256 -0.034 0.235
H -7.721 -4.665 -1.589 0.297 0.119 -0.112
H -5.875 -5.896 -0.494 -0.252 0.022 -0.441
H -3.416 -5.538 -1.336 -1.090 1.070 -1.827
C 2.216 0.714 -0.309 -0.156 0.011 0.030
Cl 0.818 0.085 -1.189 0.307 0.370 0.626
Cl 3.684 0.524 -1.283 0.011 -0.044 0.035
Cl 1.965 2.437 0.036 0.052 -0.257 -0.171
Cl 2.406 -0.178 1.206 0.005 -0.128 -0.258
C 2.866 1.821 4.823 0.005 0.165 -0.032
Cl 2.572 0.081 4.940 0.066 0.309 0.177
Cl 1.902 2.669 6.055 -0.176 -0.770 0.105
Cl 4.583 2.144 5.085 -0.100 -0.174 -0.082
Cl 2.400 2.383 3.216 0.007 0.067 0.290
C -5.268 -6.494 -6.213 -0.007 -0.163 0.097
Cl -4.097 -7.817 -6.349 -0.052 0.056 -0.036
Cl -6.908 -7.161 -6.164 0.075 0.035 0.028
Cl -4.952 -5.571 -4.727 -0.266 -1.734 -1.838
Cl -5.110 -5.421 -7.608 -0.037 -0.111 0.164
C -1.583 4.843 6.816 -0.105 -0.080 -0.038
Cl -0.283 5.827 6.131 -0.019 -0.001 0.051
Cl -1.665 3.301 5.951 0.016 0.119 0.015
Cl -1.253 4.547 8.531 0.002 0.025 -0.091
Cl -3.121 5.696 6.653 0.003 -0.473 -0.210
C -3.288 -7.164 1.707 -0.141 -0.022 0.092
Cl -1.547 -6.861 1.874 -0.276 0.281 0.030
Cl -3.563 -8.846 1.233 -0.385 0.256 0.018
Cl -4.090 -6.848 3.253 0.080 -0.014 -0.048
Cl -3.949 -6.089 0.459 1.237 -1.393 3.129
C 4.674 4.744 9.042 -0.020 0.029 0.018
Cl 4.635 4.636 10.807 0.007 0.005 -0.076
Cl 3.024 4.880 8.422 0.060 0.055 0.323
Cl 5.603 6.169 8.557 -0.041 -0.072 -0.005
Cl 5.435 3.291 8.381 -0.037 0.041 0.032
C 1.607 -3.945 2.637 0.025 -0.062 -0.036
Cl 0.866 -5.300 3.499 0.110 0.085 0.016
Cl 0.558 -3.448 1.300 0.004 -0.014 0.085
Cl 1.818 -2.588 3.753 -0.096 -0.275 -0.217
Cl 3.182 -4.438 2.003 -0.080 0.047 0.012
C -1.998 0.646 9.364 0.073 0.022 -0.069
Cl -2.130 1.654 10.828 0.461 0.105 -0.429
Cl -3.303 1.063 8.247 0.061 -0.035 0.150
Cl -0.433 0.945 8.594 -0.063 -0.004 0.033
Cl -2.109 -1.067 9.789 0.126 0.068 -0.092
C -3.769 9.488 8.665 0.060 -0.061 0.056
Cl -3.776 9.403 10.430 0.024 0.010 -0.075
Cl -5.360 9.016 8.057 0.406 -0.674 -0.302
Cl -3.411 11.148 8.156 -0.009 -0.038 0.008
Cl -2.540 8.396 8.018 -0.011 0.493 0.239
C -5.591 -0.804 12.643 -0.014 -0.020 -0.063
Cl -4.277 0.122 11.904 -0.674 -0.200 0.507
Cl -5.738 -2.362 11.817 -0.001 0.044 0.053
Cl -5.237 -1.071 14.356 -0.015 0.008 -0.075
Cl -7.110 0.092 12.488 0.064 -0.044 0.010
C 2.840 1.773 -6.095 -0.195 -0.067 0.219
Cl 4.185 2.718 -6.761 -0.655 0.047 -0.121
Cl 2.745 0.224 -6.941 0.083 0.541 0.363
Cl 3.128 1.487 -4.379 -0.016 0.026 -0.071
Cl 1.329 2.663 -6.309 0.007 -0.628 0.405
C 3.252 -3.214 -9.829 0.030 -0.159 0.007
Cl 2.781 -1.973 -8.661 -0.002 -0.504 -0.434
Cl 2.220 -3.074 -11.271 0.719 0.247 -0.122
Cl 4.940 -2.979 -10.282 -0.220 -0.034 -0.066
Cl 3.067 -4.813 -9.095 0.153 0.071 -0.025
C 7.127 0.601 -10.030 0.012 0.032 -0.026
Cl 6.153 0.632 -11.508 0.030 -0.008 0.065
Cl 7.418 -1.078 -9.553 0.234 0.259 0.042
Cl 8.673 1.405 -10.322 -0.065 -0.038 0.018
Cl 6.261 1.433 -8.732 0.095 -0.238 -0.236
C -1.393 -5.124 -9.386 0.002 -0.007 0.115
Cl -0.005 -4.257 -10.051 -0.839 -0.324 0.167
Cl -1.593 -6.666 -10.226 -0.005 0.084 0.056
Cl -1.126 -5.425 -7.658 -0.022 -0.009 -0.028
Cl -2.850 -4.144 -9.585 0.108 0.108 -0.158
C -5.655 -5.969 9.619 0.006 -0.018 -0.010
Cl -5.644 -6.087 11.385 0.008 0.034 -0.100
Cl -7.322 -5.806 9.050 0.077 0.004 0.031
Cl -4.719 -4.554 9.113 -0.047 -0.068 0.031
Cl -4.936 -7.429 8.926 -0.030 0.065 0.031
C 3.746 6.464 4.308 0.041 0.114 0.026
Cl 2.991 5.109 5.155 0.300 0.845 -0.422
Cl 2.737 6.920 2.928 0.390 0.205 0.502
Cl 3.909 7.841 5.412 -0.013 -0.067 -0.030
Cl 5.348 5.975 3.734 -0.065 0.006 0.027
C 0.759 6.103 -8.656 0.123 0.056 -0.037
Cl 0.695 7.559 -7.654 -0.011 -0.068 -0.041
Cl 1.989 5.003 -8.023 0.004 0.643 -0.440
Cl -0.818 5.297 -8.625 0.052 0.014 0.007
Cl 1.160 6.549 -10.321 -0.042 -0.020 0.070
C 8.829 1.268 4.043 -0.015 -0.045 -0.058
Cl 9.589 2.490 3.014 -0.040 -0.048 0.052
Cl 10.078 0.257 4.780 -0.064 0.054 -0.028
Cl 7.892 2.068 5.313 0.111 0.032 0.024
Cl 7.752 0.260 3.066 0.031 0.056 0.049
C -0.288 -11.333 0.968 0.084 0.060 0.010
Cl -1.679 -11.979 0.082 0.037 0.027 0.031
Cl 1.183 -11.580 0.016 -0.071 -0.011 0.031
Cl -0.528 -9.605 1.253 0.505 -0.517 -0.063
Cl -0.136 -12.172 2.517 -0.014 0.028 -0.069
C 8.539 3.114 -5.259 0.069 0.066 -0.039
Cl 8.461 2.980 -3.498 -0.008 -0.003 -0.079
Cl 6.904 3.284 -5.908 0.494 0.063 0.363
Cl 9.507 4.527 -5.702 -0.036 -0.079 0.015
Cl 9.282 1.654 -5.929 -0.002 0.114 -0.016
C -8.280 11.272 9.588 0.026 0.049 0.019
Cl -8.717 12.484 10.802 0.012 -0.065 -0.035
Cl -9.373 11.403 8.203 0.048 -0.011 0.061
Cl -6.618 11.541 9.054 -0.430 0.665 0.292
Cl -8.414 9.655 10.296 0.018 0.057 -0.023
C 8.493 -3.257 -6.060 0.031 0.026 0.059
Cl 8.480 -1.543 -5.627 -0.064 -0.127 -0.097
Cl 10.104 -3.704 -6.645 -0.055 0.002 0.008
Cl 8.096 -4.223 -4.637 0.041 0.035 -0.075
Cl 7.303 -3.564 -7.337 0.135 -0.020 0.008
C 0.994 6.169 -0.552 -0.035 -0.073 -0.094
Cl -0.394 5.514 -1.433 0.066 0.031 0.038
Cl 2.458 5.968 -1.524 -0.062 0.000 0.055
Cl 0.731 7.887 -0.226 0.021 -0.077 0.012
Cl 1.184 5.305 0.980 -0.392 -0.048 -0.414
C 4.111 -4.622 -3.850 -0.028 0.132 -0.015
Cl 4.037 -3.150 -2.875 0.020 -0.074 -0.053
Cl 5.273 -5.749 -3.133 -0.082 0.008 -0.028
Cl 2.511 -5.383 -3.893 0.044 0.005 0.004
Cl 4.613 -4.214 -5.497 -0.145 -0.054 0.181
C 12.193 -0.892 -10.732 -0.038 -0.030 -0.002
Cl 12.194 0.824 -10.301 0.057 -0.038 -0.012
Cl 13.799 -1.357 -11.309 -0.075 0.026 0.033
Cl 11.773 -1.852 -9.307 -0.025 0.059 -0.056
Cl 11.001 -1.178 -12.007 0.047 0.010 0.060
C -4.083 11.327 14.374 -0.011 0.014 -0.002
Cl -4.549 12.547 15.567 0.025 -0.056 -0.050
Cl -5.146 11.440 12.966 -0.003 0.022 0.062
Cl -2.410 11.601 13.871 -0.069 -0.020 0.013
Cl -4.226 9.715 15.091 0.009 0.062 -0.034
```
Positions in Å, forces in eV/Å.

## Properties
Charge: 0
Max |F| in eV/A: 3.64
Spin multiplicity: 1
E_tot in Eh: -50366.27968


No. 4
# C21H21NO3

One molecule with the formula C21H21NO3 (the ωB97M-V functional and the def2-TZVPD basis, the OMol25 dataset).

```
46
Properties=species:S:1:pos:R:3:forces:R:3
C -1.079 -0.568 2.372 -0.013 -0.075 -0.115
C -1.456 -1.546 1.255 -0.144 -0.212 0.183
C -0.895 -1.062 -0.047 -0.032 -0.102 0.184
N -1.688 -0.305 -0.797 0.250 0.253 -0.505
C -3.032 0.059 -0.555 -0.398 0.150 0.183
C -4.070 -0.858 -0.656 0.001 0.180 -0.035
C -5.376 -0.459 -0.447 -0.050 -0.170 -0.005
C -5.652 0.865 -0.142 0.077 0.041 -0.001
C -4.630 1.790 -0.053 0.177 0.094 -0.004
C -3.312 1.400 -0.262 0.010 -0.382 -0.014
O -2.329 2.328 -0.162 0.025 0.095 -0.011
C 0.434 -1.286 -0.460 -0.283 -0.048 -0.019
C 0.912 -0.663 -1.671 0.116 0.024 -0.115
O 0.228 0.097 -2.372 0.043 0.034 -0.158
C 2.321 -0.953 -2.120 0.147 0.133 -0.124
C 3.271 -1.005 -0.923 -0.029 -0.185 -0.111
C 3.294 0.342 -0.237 0.164 -0.011 -0.006
C 3.955 1.393 -0.867 -0.027 0.002 0.036
C 3.967 2.660 -0.315 0.053 0.063 -0.071
C 3.316 2.900 0.883 -0.030 0.069 0.066
C 2.666 1.861 1.525 -0.042 0.083 0.088
C 2.658 0.592 0.970 0.048 -0.050 0.009
C 2.806 -2.160 -0.052 0.210 0.053 0.109
C 1.332 -2.137 0.323 0.073 -0.125 -0.131
O 0.974 -2.843 1.251 0.152 -0.036 0.158
H -0.001 -0.528 2.494 0.121 0.021 0.045
H -1.447 0.434 2.154 -0.028 0.114 0.016
H -1.517 -0.900 3.309 -0.021 0.006 0.096
H -2.543 -1.604 1.187 0.101 -0.002 -0.020
H -1.054 -2.528 1.492 -0.128 0.144 -0.107
H -1.218 0.058 -1.653 -0.014 -0.160 0.189
H -3.839 -1.884 -0.906 0.047 -0.086 -0.022
H -6.177 -1.178 -0.526 -0.074 -0.065 -0.006
H -6.671 1.180 0.023 -0.095 0.042 0.014
H -4.826 2.824 0.179 -0.033 0.133 0.029
H -1.473 1.933 -0.377 -0.087 -0.012 0.049
H 2.324 -1.918 -2.636 0.002 -0.020 -0.027
H 2.608 -0.185 -2.840 -0.087 -0.052 0.038
H 4.284 -1.217 -1.285 -0.130 0.011 0.035
H 4.469 1.213 -1.801 0.049 -0.029 -0.113
H 4.484 3.462 -0.821 0.045 0.063 -0.038
H 3.319 3.890 1.315 0.004 0.078 0.037
H 2.162 2.036 2.464 -0.035 0.014 0.079
H 2.153 -0.203 1.495 -0.017 -0.049 0.095
H 2.971 -3.101 -0.588 -0.009 0.017 0.023
H 3.379 -2.225 0.876 -0.111 -0.048 -0.001
```
Positions in Å, forces in eV/Å.

## Properties
Charge: 0
Max |F| in eV/A: 0.62
Relative energy (zero: lowest compared OMol25 entry of this formula, charge and spin) in kcal/mol: 0.0
Spin multiplicity: 1
E_tot in Eh: -1093.33791